1.
Computed, not measured: a single C17H22N2O3 molecule, with wB97M-V/def2-TZVPD.

**SMILES**: CN(C)[C@@H](CNC(=O)CCOc1ccccc1)c1ccco1
**Net charge**: 0
**F_max**: 0.87 eV Å⁻¹
**Energy relative to the best compared isomer or geometry (same formula, charge and spin)**: 283.47 kJ/mol
**Highest occupied orbital energy**: -8.214 eV
**HOMO-LUMO gap**: 0.331 Ha
**LUMO level**: 0.8 eV

Geometry (Å):
C 1.45939 -2.34507 2.80655
N 0.42804 -2.39349 1.78934
C 0.63530 -3.49923 0.87741
H 1.57918 -3.43320 0.32093
H 0.63615 -4.42354 1.45515
H -0.18798 -3.53530 0.16534
C 0.20559 -1.11113 1.12251
C 1.46514 -0.43800 0.65104
C 1.98090 0.80743 0.85936
C 3.22246 0.84207 0.17683
C 3.37354 -0.38210 -0.39054
O 2.31652 -1.16491 -0.11174
H 4.15353 -0.80985 -0.98918
H 3.90248 1.66754 0.12331
H 1.53267 1.61727 1.39665
C -0.61253 -0.20882 2.07074
N -1.57171 0.62384 1.38955
C -1.46698 1.96451 1.28480
O -0.53370 2.60393 1.72334
C -2.67199 2.61146 0.61196
H -2.64848 3.68068 0.82208
H -3.58086 2.18393 1.03912
C -2.69491 2.41453 -0.91086
H -1.88702 2.97945 -1.38100
O -2.65332 1.05148 -1.27654
C -1.50214 0.48570 -1.75612
C -0.25811 1.09805 -1.83226
C 0.81023 0.41355 -2.38812
C 0.66763 -0.88543 -2.83692
C -0.56451 -1.51019 -2.72863
C -1.64252 -0.83072 -2.19971
H -2.61362 -1.29584 -2.12344
H -0.68858 -2.52922 -3.06418
H 1.50943 -1.41092 -3.26023
H 1.76776 0.90779 -2.45568
H -0.09253 2.09476 -1.45514
H -3.64712 2.79557 -1.29839
H -2.33267 0.15993 0.91734
H 0.03698 0.45681 2.63946
H -1.14849 -0.86754 2.76125
H -0.41778 -1.32727 0.24399
H 1.28165 -1.49785 3.46444
H 2.47309 -2.26099 2.39014
H 1.40612 -3.26088 3.39503

2.
Computed, not measured: a molecular structure, C30H30N2O5RuS, with wB97M-V/def2-TZVPD.

**Expectation value of S²**: 0.75
**Net charge**: +1
**F_max**: 0.88 eV Å⁻¹
**Energy relative to the best compared isomer or geometry (same formula, charge and spin)**: 0.00 kJ/mol
**Multiplicity**: 2
**Highest occupied orbital energy (spin up / spin down)**: -10.849 / -10.928 eV
**HOMO-LUMO gap (spin up / spin down)**: 0.282 / 0.264 Ha
**LUMO level (spin up / spin down)**: -3.2 / -3.8 eV

Geometry (Å):
Ru 0.37432 -0.79023 -1.07458
C -0.73647 1.55484 -4.46053
C -0.70927 1.16960 -3.01136
O 0.26616 0.47393 -2.66209
C -1.73063 1.62320 -2.09438
C -2.58871 2.66954 -2.50628
C -3.52725 3.20911 -1.67000
C -3.65308 2.69286 -0.37318
C -2.85477 1.66387 0.05587
C -1.87901 1.09415 -0.78651
O -1.20960 0.07478 -0.29055
H -0.07832 0.88659 -5.00846
H -0.37090 2.57711 -4.57910
H -1.74332 1.50524 -4.86805
H -2.48204 3.07039 -3.50394
H -4.15895 4.02010 -2.00227
H -4.39295 3.10721 0.29982
H -2.95626 1.24990 1.05039
C -6.14688 -3.95807 1.04023
C -4.77761 -3.78789 0.44793
C -3.95662 -2.73033 0.83501
C -2.68583 -2.57533 0.31026
C -2.23201 -3.50423 -0.61541
C -3.02374 -4.57325 -1.01789
C -4.29365 -4.70218 -0.48525
S -0.65301 -3.37279 -1.35332
O -0.62804 -2.19777 -2.29511
O -0.29173 -4.63131 -1.92296
N 0.34388 -2.82160 -0.20254
C 1.68568 -3.00251 -0.59805
C 2.39511 -4.19009 -0.71247
C 3.72551 -4.08163 -1.06551
C 4.29913 -2.83004 -1.31813
C 3.50838 -1.70799 -1.24290
N 2.21900 -1.81094 -0.89074
H -6.48417 -3.04660 1.53050
H -6.14217 -4.75727 1.78382
H -6.87358 -4.22871 0.27472
H -4.31980 -2.01444 1.56204
H -2.06421 -1.74812 0.61788
H -2.64404 -5.29135 -1.73085
H -4.91750 -5.53099 -0.79559
H 1.91200 -5.13665 -0.52537
H 4.33298 -4.97310 -1.14924
H 5.34095 -2.74137 -1.58816
H 3.87513 -0.71329 -1.45785
C 4.15861 5.22661 3.67875
C 3.49444 4.09229 2.95815
C 3.27377 4.14731 1.58516
C 2.66348 3.11392 0.89761
C 2.44034 3.27301 -0.57918
C 2.25513 1.96942 1.63150
C 1.56747 0.87793 1.00634
O 1.43303 0.73854 -0.22206
C 2.47413 1.89590 3.02975
C 2.06958 0.71732 3.88036
C 3.09055 2.95972 3.65953
H 4.39762 6.04582 3.00414
H 5.08205 4.88865 4.15147
H 3.51154 5.60753 4.47014
H 3.58188 5.02984 1.03788
H 2.74276 4.27081 -0.89087
H 1.39330 3.12408 -0.84444
H 3.01190 2.54176 -1.15102
H 1.11219 0.12104 1.65009
H 2.05634 -0.23212 3.35099
H 1.07872 0.87932 4.31030
H 2.76799 0.61203 4.70849
H 3.27106 2.90691 4.72703

3.
Computed, not measured: 3 unconnected molecules or ions with the total composition C4H12NOS in a non-equilibrium geometry, with wB97M-V/def2-TZVPD.

**Net charge**: -1
**F_max**: 5.67 eV Å⁻¹
**Energy relative to the best compared isomer or geometry (same formula, charge and spin)**: 651.14 kJ/mol
**Highest occupied orbital energy**: -2.387 eV
**HOMO-LUMO gap**: 0.132 Ha
**LUMO level**: 1.2 eV

Geometry (Å):
C 0.41090 -0.34338 -0.83628
C 1.96109 -0.58029 -0.40571
S 2.71060 0.85706 0.32602
C -0.33645 -0.21007 0.50179
N -1.82530 -0.61739 0.41318
C -2.49279 -0.20871 1.65994
H 0.19862 0.40451 -1.62355
H 0.01385 -1.31868 -1.07283
H 2.62905 -1.02257 -1.17501
H 1.80215 -1.48214 0.38181
H 0.13575 -0.89290 1.23619
H -0.24848 0.82091 0.91155
H 1.43636 -2.47648 0.32928
H -2.58176 0.82102 1.85655
H -1.89532 -0.59398 2.55394
H -3.52204 -0.61723 1.71393
H -2.19367 1.10892 -2.39934
H -2.17713 0.04955 -1.09913
O -2.68081 0.48281 -1.90505

4.
Computed, not measured: a molecular structure, C8H6N6O2SSeW, with wB97M-V/def2-TZVPD.

**Net charge**: +2
**F_max**: 0.44 eV Å⁻¹
**Energy relative to the best compared isomer or geometry (same formula, charge and spin)**: 0.00 kJ/mol
**Highest occupied orbital energy**: -16.599 eV
**HOMO-LUMO gap**: 0.277 Ha
**LUMO level**: -9.1 eV

Geometry (Å):
W -0.31256 -0.47287 -0.47211
Se -0.43597 -0.36706 -4.41805
N -1.62327 0.87263 -4.70367
C -1.97415 1.44618 -3.56072
C -2.96552 2.43567 -3.28516
C -3.18507 2.75378 -1.97263
C -2.46763 2.12950 -0.91604
N -1.50590 1.25643 -1.14876
C -1.27392 0.94096 -2.44508
N -0.38896 -0.02768 -2.63751
H -3.53048 2.89116 -4.08818
H -3.93907 3.48232 -1.70999
H -2.69238 2.34863 0.12068
S 3.40141 1.67248 1.27931
C 2.19879 0.96949 0.67272
N 1.21861 0.39574 0.18486
C 2.41466 -4.32564 -0.80708
C 1.64274 -3.10514 -0.76508
N 1.02532 -2.14145 -0.73448
H 2.60674 -4.66428 0.21185
H 3.36299 -4.14485 -1.31342
H 1.85421 -5.09368 -1.34066
O -1.64263 -1.84831 -0.78794
N -1.32247 -1.77337 0.58685
O -1.64773 -0.46976 0.91106

5.
Computed, not measured: a molecular structure, C7H12N2O2 in a non-equilibrium geometry, with wB97M-V/def2-TZVPD.

**Net charge**: 0
**F_max**: 6.59 eV Å⁻¹
**Energy relative to the best compared isomer or geometry (same formula, charge and spin)**: 432.02 kJ/mol
**Highest occupied orbital energy**: -8.700 eV
**HOMO-LUMO gap**: 0.341 Ha
**LUMO level**: 0.6 eV

Geometry (Å):
C 0.77631 0.09410 -0.00653
C 2.63429 -0.64605 -0.39657
C -1.55729 0.42091 -0.58467
C -0.81959 1.76639 -0.40737
C -0.90081 -2.29640 0.86711
C 1.43138 2.26209 0.78607
C -0.95545 -1.87385 -0.63295
N -0.57801 -0.57463 -0.89060
N 0.43286 1.32334 0.12909
O 2.75284 -0.12166 -1.46466
O 2.97542 -1.38571 0.46903
H -2.26953 0.19407 0.32631
H -2.22533 0.38978 -1.40956
H -0.71031 2.43236 -1.33621
H -1.33871 2.43122 0.45582
H -1.06171 -1.37205 1.39726
H -1.64319 -3.12786 1.05100
H 0.17964 -2.69716 1.07120
H 2.37907 1.69875 0.90453
H 1.01791 2.55716 1.77375
H 1.59250 3.21368 0.20378
H -0.18317 -2.63287 -1.26776
H -1.92913 -2.05563 -1.03808

6.
Computed, not measured: 5 unconnected molecules or ions with the total composition C2H15N2O4 in a non-equilibrium geometry, with wB97M-V/def2-TZVPD.

**Net charge**: +1
**F_max**: 1.65 eV Å⁻¹
**Energy relative to the best compared isomer or geometry (same formula, charge and spin)**: 14.90 kJ/mol
**Highest occupied orbital energy**: -13.983 eV
**HOMO-LUMO gap**: 0.425 Ha
**LUMO level**: -2.4 eV

Geometry (Å):
C 0.03993 2.22111 -1.47026
N 0.48468 0.96565 -0.89379
C -0.30134 0.18095 -0.20599
N 0.05099 -1.04035 0.14844
H 0.63528 3.00399 -0.99118
H -1.02840 2.36601 -1.36098
H 0.27709 2.29038 -2.53177
H 1.37965 0.58322 -1.15806
H -1.25341 0.56355 0.10539
H 1.00564 -1.31478 0.04664
H -0.41674 -1.45580 0.94222
H 3.60150 -1.42399 -1.06962
H 4.17615 -0.03451 -0.65740
O 3.44664 -0.64100 -0.49745
H -0.76762 -2.86451 3.56516
H -2.04480 -2.32380 3.26502
O -1.13419 -2.17557 3.02807
H -2.89812 0.13590 -2.80639
H -1.93385 -1.12481 -2.93847
O -2.07952 -0.28650 -2.52462
H -0.17923 1.49308 2.85865
H -0.53098 0.05102 2.87820
O -0.52937 0.83074 2.26819